Below is C37H45BN10O3S5Ti as an isolated structure in a non-equilibrium geometry, with properties calculated with ωB97M-V/def2-TZVPD.

Geometry (Å):
Ti1 1.8118 0.8438 -0.1271
C1 -2.7836 3.5798 -1.0895
C2 -2.6597 2.1392 -0.7125
C3 -3.7489 1.3394 -0.5106
C4 -3.5713 -0.0097 -0.1364
N1 -2.3746 -0.4920 0.0595
N2 -1.3054 0.2745 -0.1320
B1 0.0440 -0.3821 0.2051
N3 -0.0242 -1.0632 1.5939
N4 -0.4538 -2.3185 1.6227
C5 -0.4773 -2.9697 2.7561
C6 -0.0846 -2.3343 3.9551
C7 0.3634 -1.0433 3.9337
C8 0.8452 -0.3284 5.1523
C9 0.4205 -0.3941 2.6720
S1 1.0871 1.1509 2.4333
C10 -0.9282 -4.4230 2.6635
C11 -2.3720 -4.4509 2.1421
C12 -0.0112 -5.1503 1.6678
C13 -0.8628 -5.1252 4.0183
N5 0.5197 -1.4013 -0.8077
N6 -0.2309 -1.6138 -1.8828
C14 0.1314 -2.5156 -2.7551
C15 1.2693 -3.3189 -2.5362
C16 2.0829 -3.0734 -1.4611
C17 3.3543 -3.8211 -1.2278
C18 1.7198 -2.0094 -0.6086
S2 2.7995 -1.3446 0.5644
C19 -0.7148 -2.6586 -4.0098
C20 -1.0503 -4.1383 -4.2411
C21 -2.0103 -1.8538 -3.8867
C22 0.1116 -2.1157 -5.1865
C23 -1.3737 1.5570 -0.5410
S3 0.0481 2.4539 -0.8294
C24 -4.7233 -0.9719 0.1224
C25 -4.7347 -1.2899 1.6266
C26 -6.0705 -0.3778 -0.2855
C27 -4.4852 -2.2598 -0.6823
H1 -3.8107 3.9201 -0.9750
H2 -2.4771 3.7253 -2.1277
H3 -2.1235 4.1893 -0.4727
H4 -4.7412 1.7519 -0.6290
H5 -0.1087 -2.8756 4.8910
H6 0.7112 -0.9393 6.0426
H7 0.3178 0.6183 5.2727
H8 1.9041 -0.0880 5.0382
H9 -2.4347 -3.9177 1.1952
H10 -3.0486 -3.9747 2.8553
H11 -2.6999 -5.4812 1.9926
H12 -0.0831 -4.6938 0.6805
H13 -0.3007 -6.1999 1.5944
H14 1.0302 -5.1016 1.9951
H15 -1.5025 -4.6343 4.7545
H16 0.1592 -5.1580 4.4017
H17 -1.2122 -6.1514 3.9049
H18 1.5372 -4.1020 -3.2316
H19 3.4938 -4.5925 -1.9820
H20 3.3552 -4.2800 -0.2374
H21 4.1970 -3.1292 -1.2644
H22 -1.5203 -4.5720 -3.3559
H23 -0.1598 -4.7201 -4.4811
H24 -1.7422 -4.2332 -5.0782
H25 -2.6084 -2.2106 -3.0463
H26 -2.5907 -1.9580 -4.8038
H27 -1.7940 -0.7988 -3.7219
H28 1.0276 -2.6923 -5.3282
H29 0.3928 -1.0764 -5.0090
H30 -0.4739 -2.1650 -6.1058
H31 -4.9545 -0.3929 2.2098
H32 -3.7639 -1.6787 1.9331
H33 -5.5002 -2.0368 1.8448
H34 -6.3277 0.5008 0.3091
H35 -6.8466 -1.1256 -0.1213
H36 -6.0810 -0.1079 -1.3436
H37 -3.4858 -2.6465 -0.4950
H38 -4.5842 -2.0601 -1.7518
H39 -5.2221 -3.0151 -0.4045
S4 3.7912 -0.6958 -3.9546
C28 2.8922 -0.0498 -2.8292
N7 2.2269 0.4375 -1.9711
O1 4.4236 8.2995 3.8608
S5 5.0046 9.1897 2.8794
O2 4.5148 10.5472 2.9199
O3 6.4382 9.0413 2.6893
C29 4.4363 8.5226 1.2496
N8 4.3907 9.3596 0.2152
C30 4.0361 8.8309 -0.9516
C31 3.7410 7.4846 -1.0993
C32 3.8587 6.6914 0.0385
N9 4.1974 7.2222 1.2132
C33 3.5976 5.2498 0.0518
C34 3.4967 4.4746 -1.1071
C35 3.1849 3.1414 -1.0080
N10 2.9572 2.5098 0.1694
C36 3.1349 3.2487 1.2870
C37 3.4471 4.5846 1.2706
H40 3.9888 9.5176 -1.7901
H41 3.4151 7.0828 -2.0492
H42 3.6711 4.8956 -2.0860
H43 3.0860 2.5546 -1.9081
H44 3.0188 2.7324 2.2287
H45 3.5647 5.1403 2.1922

Forces on atoms 1 to 6 (eV/Å):
-0.4 -0.7 0.7
0.0 -0.1 -0.1
-0.3 0.0 0.0
0.3 0.1 0.0
0.0 0.0 0.0
-0.1 -0.3 0.1

As for the energy above the lowest of the compared OMol25 structures with the same formula, charge and spin: 0.677 eV. The HOMO energy is -6.9308 eV.

Below is C37H45N3O2P2Sr as an isolated structure in a non-equilibrium geometry, with properties calculated with ωB97M-V/def2-TZVPD.

Geometry (Å):
Sr1 -0.2861 0.6653 -1.0814
C1 1.4840 -1.4162 3.0683
C2 2.0744 -0.7989 1.8279
C3 2.3616 -1.5770 0.7036
C4 2.9617 -1.0161 -0.4175
C5 3.2747 0.3407 -0.4359
C6 2.9762 1.1227 0.6703
C7 2.3808 0.5574 1.7916
H1 0.7107 -2.1425 2.8167
H2 1.0435 -0.6533 3.7110
H3 2.2578 -1.9317 3.6421
H4 2.1261 -2.6361 0.7144
H5 3.1967 -1.6369 -1.2727
H6 3.7513 0.7798 -1.3036
H7 3.2003 2.1828 0.6600
H8 2.1236 1.1891 2.6332
C8 -2.7144 2.1793 1.8781
P1 -1.9304 0.5230 1.7170
C9 -1.8441 0.1010 3.5051
C10 -3.3398 -0.5513 1.1629
C11 -4.6084 -0.0250 0.9138
C12 -5.6346 -0.8127 0.4157
C13 -5.4160 -2.1560 0.1556
C14 -4.1678 -2.7017 0.4085
C15 -3.1215 -1.9245 0.9029
P2 -1.4884 -2.6812 1.3139
C16 -1.9944 -3.7019 2.7624
C17 -1.2791 -4.0124 0.0659
H9 -2.9625 2.5973 0.9009
H10 -1.9823 2.8311 2.3562
H11 -3.6108 2.1468 2.4989
H12 -2.8464 0.0630 3.9330
H13 -1.2662 0.8861 3.9970
H14 -1.3397 -0.8516 3.6626
H15 -4.8066 1.0217 1.0949
H16 -6.6063 -0.3731 0.2254
H17 -6.2110 -2.7747 -0.2417
H18 -4.0068 -3.7546 0.2085
H19 -2.7996 -4.3909 2.4999
H20 -2.3378 -3.0482 3.5657
H21 -1.1379 -4.2724 3.1253
H22 -2.1481 -4.6664 -0.0224
H23 -0.4220 -4.6147 0.3737
H24 -1.0508 -3.5848 -0.9073
N1 -3.4333 2.2110 -2.6928
C18 -3.0865 1.5121 -1.8362
H25 -3.6863 2.8017 -3.4569
C19 -1.9715 -2.2322 -3.6760
C20 -0.6344 -1.6705 -4.1480
C21 0.5201 -2.5738 -3.7163
C22 -0.4438 -0.2379 -3.6380
H26 -2.1462 -3.2509 -4.0411
H27 -2.7960 -1.6001 -4.0199
H28 -2.0146 -2.2435 -2.5825
H29 -0.6628 -1.6976 -5.2509
H30 0.7223 -2.4331 -2.6464
H31 1.4365 -2.3283 -4.2590
H32 0.3019 -3.6348 -3.8875
H33 -1.2772 0.3771 -4.0333
H34 0.4702 0.1879 -4.0944
O1 0.5316 3.2109 2.4617
C23 0.4501 3.4769 1.2801
N2 0.4560 4.7517 0.7565
C24 0.4703 4.7529 -0.6920
C25 0.3300 3.2306 -0.9114
O2 0.2243 2.6801 -2.0334
N3 0.3050 2.5613 0.2358
C26 -0.7188 5.5161 -1.2985
C27 -1.3223 6.5374 -0.5730
C28 -2.3584 7.2819 -1.1203
C29 -2.8045 7.0155 -2.4067
C30 -2.2031 5.9995 -3.1377
C31 -1.1671 5.2534 -2.5908
C32 1.7784 5.2996 -1.2826
C33 2.4651 6.3169 -0.6285
C34 3.6174 6.8620 -1.1762
C35 4.1006 6.3955 -2.3900
C36 3.4186 5.3834 -3.0508
C37 2.2628 4.8405 -2.5052
H35 0.7737 5.5137 1.3257
H36 -0.9995 6.7478 0.4387
H37 -2.8179 8.0707 -0.5376
H38 -3.6084 7.5990 -2.8375
H39 -2.5334 5.7926 -4.1493
H40 -0.7027 4.4665 -3.1715
H41 2.1107 6.7078 0.3172
H42 4.1384 7.6524 -0.6504
H43 5.0008 6.8187 -2.8169
H44 3.7857 5.0085 -3.9983
H45 1.7418 4.0483 -3.0273

Forces on atoms 1 to 6 (eV/Å):
-0.4 -2.8 -0.2
0.1 0.0 0.0
0.0 0.0 0.0
0.0 0.0 0.0
-0.1 0.0 0.0
0.0 0.0 0.0

As for the energy above the lowest of the compared OMol25 structures with the same formula, charge and spin: 2.153 eV. The HOMO energy is -5.9933 eV.

Below is C37H47AlN4O3Si as an isolated structure in a non-equilibrium geometry, with properties calculated with ωB97M-V/def2-TZVPD.

Geometry (Å):
Al1 0.1717 -0.0120 0.3193
O1 -1.3068 3.7973 0.7011
C1 -0.8747 2.7072 0.3838
N1 -0.6075 1.6307 1.1673
C2 -0.8369 1.6559 2.5015
O2 -1.3054 2.5423 3.1845
C3 -0.3592 0.3769 3.1156
C4 -0.4684 0.1758 4.4832
C5 0.0216 -0.9994 5.0227
C6 0.6056 -1.9255 4.1637
C7 0.6653 -1.6426 2.8118
N2 0.1894 -0.5184 2.2913
C8 -0.4604 2.4173 -1.0250
C9 -0.5793 3.3847 -2.0111
C10 -0.0430 3.1371 -3.2619
C11 0.5669 1.9052 -3.4874
C12 0.5913 0.9749 -2.4683
N3 0.1040 1.2286 -1.2557
H1 -0.9388 0.9439 5.0792
H2 -0.0406 -1.1970 6.0820
H3 1.0069 -2.8544 4.5382
H4 1.1131 -2.3283 2.1063
H5 -1.0693 4.3140 -1.7639
H6 -0.0784 3.8845 -4.0378
H7 1.0207 1.6745 -4.4369
H8 1.0282 -0.0069 -2.5923
C13 5.0387 -2.5300 -2.2575
C14 4.8830 -1.3177 -1.5730
C15 3.6980 -1.0148 -0.9634
C16 2.5968 -1.8964 -0.9831
C17 1.3504 -1.5634 -0.3673
C18 0.4381 -2.5949 -0.3068
C19 0.6285 -3.8643 -0.8646
C20 1.7673 -4.1262 -1.5672
C21 2.7888 -3.1562 -1.6220
C22 4.0123 -3.4293 -2.2694
H9 5.9779 -2.7544 -2.7466
H10 5.7181 -0.6306 -1.5235
H11 3.6003 -0.1096 -0.3924
H12 -0.5023 -2.3860 0.1876
H13 -0.1434 -4.6125 -0.7518
H14 1.9090 -5.0687 -2.0747
H15 4.1311 -4.3833 -2.7634
C23 -3.5742 0.8989 0.0648
Si1 -2.5123 -0.6959 -0.1785
C24 -2.9192 -1.1929 -2.0829
C25 -4.3847 -1.5225 -2.3743
C26 -2.0659 -2.3879 -2.5028
C27 -2.5556 -0.0212 -2.9958
C28 -3.4237 -1.9668 1.1016
C29 -4.8607 -2.3496 0.7209
C30 -3.4907 -1.2953 2.4767
C31 -2.6436 -3.2729 1.2667
H16 -4.6328 0.7347 -0.1164
H17 -3.2433 1.6878 -0.6045
H18 -3.4682 1.2790 1.0753
H19 -4.6590 -2.4963 -1.9863
H20 -4.5526 -1.5460 -3.4530
H21 -5.0506 -0.7741 -1.9564
H22 -2.3226 -3.2660 -1.9158
H23 -1.0088 -2.1780 -2.3544
H24 -2.2220 -2.6334 -3.5551
H25 -3.0924 0.8822 -2.7199
H26 -2.8064 -0.2505 -4.0344
H27 -1.4925 0.1840 -2.9547
H28 -5.4253 -1.5047 0.3406
H29 -5.3858 -2.7292 1.5990
H30 -4.8704 -3.1413 -0.0228
H31 -4.1935 -0.4678 2.4727
H32 -2.5203 -0.9141 2.7841
H33 -3.8240 -2.0102 3.2319
H34 -2.4180 -3.7186 0.3016
H35 -3.2355 -3.9922 1.8351
H36 -1.7098 -3.1091 1.8029
O3 1.8209 1.1223 0.7281
C32 2.8450 1.7889 0.6053
C33 3.3101 2.3876 -0.6976
C34 3.3648 3.9268 -0.5324
C35 2.4872 4.5181 0.5877
C36 3.0995 4.4635 1.9957
C37 3.0256 3.0653 2.6186
N4 3.6297 2.1262 1.6831
H37 2.6116 2.1063 -1.4806
H38 4.2933 2.0075 -0.9772
H39 3.0451 4.3597 -1.4801
H40 4.3950 4.2544 -0.3744
H41 1.5087 4.0373 0.6032
H42 2.3147 5.5693 0.3502
H43 2.5691 5.1637 2.6414
H44 4.1461 4.7806 1.9463
H45 1.9873 2.7733 2.7750
H46 3.5584 3.0238 3.5703
H47 4.5431 2.4673 1.3995

Forces on atoms 1 to 6 (eV/Å):
-0.6 0.1 0.0
0.0 0.0 -0.3
-0.1 0.1 0.5
-0.3 0.0 -0.3
0.0 0.3 -0.1
0.0 -0.1 0.2

The HOMO energy is -6.5787 eV.

Taking the records one at a time from the top gives gap between HOMO and LUMO values of 5.12 6.53 6.17 eV.
Taking the records one at a time from the top gives energy values of -138114.05732 -67079.18672 -65713.50960 eV.